{
  "formula": "C64H175N7O20",
  "method": "ωB97M-V/def2-TZVPD",
  "elements": ["C", "C", "C", "O", "H", "H", "H", "H", "H", "H", "H", "H", "C", "C", "C", "O", "H", "H", "H", "H", "H", "H", "H", "H", "C", "C", "C", "O", "H", "H", "H", "H", "H", "H", "H", "H", "C", "C", "C", "O", "H", "H", "H", "H", "H", "H", "H", "H", "C", "C", "C", "O", "H", "H", "H", "H", "H", "H", "H", "H", "C", "C", "C", "O", "H", "H", "H", "H", "H", "H", "H", "H", "C", "C", "C", "O", "H", "H", "H", "H", "H", "H", "H", "H", "C", "C", "C", "O", "H", "H", "H", "H", "H", "H", "H", "H", "C", "C", "C", "O", "H", "H", "H", "H", "H", "H", "H", "H", "C", "C", "C", "O", "H", "H", "H", "H", "H", "H", "H", "H", "C", "C", "C", "O", "C", "N", "H", "H", "H", "H", "H", "H", "H", "H", "H", "H", "H", "C", "C", "C", "O", "C", "N", "H", "H", "H", "H", "H", "H", "H", "H", "H", "H", "H", "C", "C", "C", "O", "C", "N", "H", "H", "H", "H", "H", "H", "H", "H", "H", "H", "H", "C", "C", "C", "O", "C", "N", "H", "H", "H", "H", "H", "H", "H", "H", "H", "H", "H", "C", "C", "C", "O", "C", "N", "H", "H", "H", "H", "H", "H", "H", "H", "H", "H", "H", "C", "C", "C", "O", "C", "N", "H", "H", "H", "H", "H", "H", "H", "H", "H", "H", "H", "C", "C", "C", "O", "C", "N", "H", "H", "H", "H", "H", "H", "H", "H", "H", "H", "H", "C", "C", "O", "H", "H", "H", "H", "H", "H", "C", "C", "O", "H", "H", "H", "H", "H", "H", "C", "C", "O", "H", "H", "H", "H", "H", "H"],
  "coordinates": [[4.43108, -0.15491, -0.78433], [4.30879, -0.16108, -2.28128], [3.47709, 0.99364, -2.72216], [5.61748, 0.03513, -2.78478], [4.86131, 0.80365, -0.49421], [5.04530, -0.99899, -0.47072], [3.43334, -0.23606, -0.35302], [3.94585, -1.05581, -2.78708], [2.42924, 0.86656, -2.45018], [3.54910, 1.13986, -3.79990], [3.73528, 1.94289, -2.25274], [6.11430, 0.31983, -2.01426], [1.98013, -5.05115, -4.35209], [2.86884, -4.77064, -3.10187], [3.80366, -5.93267, -2.66496], [3.58174, -3.60861, -3.43354], [1.33086, -5.90951, -4.17956], [2.68804, -5.25188, -5.15625], [1.39660, -4.19943, -4.70160], [2.18320, -4.50210, -2.29821], [3.37209, -6.92530, -2.79353], [3.99788, -5.95978, -1.59275], [4.70134, -5.93043, -3.28323], [3.75901, -3.62352, -4.37692], [-2.95317, 5.25596, 2.82975], [-4.15309, 5.01767, 1.92332], [-5.49143, 4.68570, 2.66470], [-4.26826, 6.15633, 1.06979], [-2.01507, 5.45286, 2.31080], [-2.77039, 4.42593, 3.51218], [-3.14583, 6.11036, 3.47859], [-3.94731, 4.20478, 1.22692], [-5.67880, 5.36332, 3.49766], [-5.42375, 3.75552, 3.22885], [-6.34365, 4.68569, 1.98512], [-4.22440, 6.83903, 1.74328], [0.30709, 4.08119, -2.18685], [0.61737, 4.82145, -3.51600], [-0.53554, 5.64380, -4.08233], [1.78019, 5.59409, -3.30117], [1.06288, 3.37326, -1.84671], [-0.56344, 3.44513, -2.34724], [0.09955, 4.69548, -1.31068], [0.89521, 4.13455, -4.31542], [-1.37109, 4.98878, -4.32911], [-0.15064, 6.17760, -4.95125], [-0.84907, 6.44626, -3.41460], [2.15087, 5.33056, -2.45573], [1.06185, 0.00955, 4.49500], [1.89990, -1.21841, 4.55321], [1.10867, -2.55976, 4.56735], [2.71151, -1.23793, 3.36694], [0.26827, 0.00209, 3.74782], [1.70564, 0.88849, 4.46175], [0.46433, -0.01566, 5.40628], [2.57212, -1.16417, 5.40952], [0.74586, -2.76479, 3.56015], [0.14242, -2.45749, 5.06132], [1.70257, -3.32978, 5.05973], [2.12500, -1.09385, 2.62071], [3.24641, -3.86620, 1.00354], [2.78318, -4.74182, 2.14184], [2.98353, -6.21329, 1.92502], [3.42607, -4.37030, 3.36960], [2.69840, -4.19791, 0.12163], [4.30098, -4.00559, 0.76569], [3.11669, -2.79768, 1.17539], [1.71906, -4.52082, 2.22492], [2.62763, -6.79148, 2.77774], [4.04404, -6.46246, 1.96154], [2.47033, -6.42351, 0.98665], [3.45736, -3.41234, 3.42378], [1.25329, 4.09088, 3.78612], [1.43992, 5.25901, 4.70666], [0.24507, 6.16621, 4.38690], [1.35668, 4.85739, 6.04451], [2.11372, 3.43107, 3.89758], [1.29138, 4.41866, 2.74727], [0.35030, 3.53656, 4.04196], [2.37725, 5.80733, 4.61253], [-0.69863, 5.65397, 4.57432], [0.27592, 6.47232, 3.34123], [0.23619, 7.02386, 5.05954], [1.36875, 5.66309, 6.56632], [6.26653, -0.65909, 2.89636], [5.78298, -0.97744, 4.31645], [6.91738, -0.94260, 5.36085], [4.82158, 0.01997, 4.62557], [6.77747, 0.30367, 2.90837], [5.44717, -0.54333, 2.18689], [6.93538, -1.44288, 2.54081], [5.37330, -1.98623, 4.36761], [6.51297, -1.14532, 6.35253], [7.48672, -0.01357, 5.39050], [7.63107, -1.75153, 5.20470], [4.01385, -0.34057, 4.25251], [-0.79725, -2.20420, -5.27362], [-0.66690, -2.87935, -6.64259], [-2.06901, -2.93044, -7.37330], [0.26410, -2.14889, -7.52127], [-1.51966, -2.68631, -4.61499], [-1.13953, -1.17393, -5.37096], [0.15869, -2.15289, -4.75243], [-0.24867, -3.88066, -6.53972], [-2.50537, -1.96273, -7.62075], [-2.83980, -3.46808, -6.82110], [-1.99685, -3.44202, -8.33308], [0.19016, -1.20398, -7.36869], [0.68536, 1.12209, -4.82221], [0.76046, 1.61985, -6.24001], [2.19565, 1.54328, -6.81025], [-0.02055, 0.74927, -7.01969], [-0.33644, 0.88741, -4.52398], [1.03298, 1.87698, -4.11694], [1.24110, 0.20787, -4.61377], [0.27329, 2.58308, -6.39148], [2.83062, 2.21136, -6.22837], [2.24084, 1.87520, -7.84750], [2.67673, 0.56581, -6.77555], [-0.95151, 0.96392, -6.92577], [2.97811, 10.71408, -0.00451], [3.11751, 9.78742, 1.21630], [2.53630, 8.36553, 0.93313], [1.20503, 8.44770, 0.43930], [0.66572, 7.21713, -0.09849], [4.52835, 9.59124, 1.56124], [3.52937, 11.62243, 0.23862], [1.93837, 10.95129, -0.22980], [3.40530, 10.28178, -0.90935], [2.71790, 10.25581, 2.11575], [2.55420, 7.75534, 1.83616], [3.13064, 7.91437, 0.13858], [-0.41068, 7.29570, -0.25113], [0.91682, 6.38541, 0.55974], [1.13129, 7.01542, -1.06320], [4.50634, 9.29103, 2.52535], [4.92815, 10.51756, 1.60792], [7.50187, -4.12926, -4.77448], [6.89280, -2.74016, -4.55629], [5.84580, -2.18975, -5.56244], [4.84757, -3.13039, -5.80458], [3.96600, -2.79384, -6.83770], [6.52090, -2.71124, -3.16368], [7.97616, -4.15331, -5.75559], [6.67207, -4.83039, -4.68533], [8.21138, -4.51567, -4.04279], [7.75511, -2.08133, -4.65855], [6.29103, -1.90472, -6.51566], [5.38961, -1.26611, -5.20625], [3.26182, -3.62446, -6.88571], [4.49209, -2.71886, -7.78939], [3.39902, -1.89199, -6.60686], [6.34120, -1.73518, -2.97631], [5.60720, -3.13685, -3.09948], [-3.06266, -4.67473, -2.19107], [-3.81598, -3.41662, -2.62994], [-5.18056, -3.65137, -3.29675], [-4.90968, -4.42958, -4.43176], [-6.04873, -4.72630, -5.18165], [-4.09303, -2.67747, -1.40072], [-3.14551, -5.47892, -2.92217], [-3.54479, -5.17088, -1.34876], [-2.00174, -4.49129, -2.02102], [-3.05693, -2.92638, -3.23955], [-5.63277, -2.71679, -3.62866], [-5.96860, -4.06778, -2.66930], [-5.71747, -5.29584, -6.04997], [-6.61383, -3.81816, -5.39154], [-6.61218, -5.44168, -4.58262], [-4.88465, -3.05693, -0.90126], [-3.31277, -2.77669, -0.76712], [-2.63494, 0.33636, -2.75877], [-3.92852, 0.71601, -1.99408], [-4.22848, 2.30280, -1.97490], [-3.17364, 3.02291, -1.30996], [-3.23823, 4.41632, -1.41338], [-4.89082, -0.05972, -2.71687], [-2.38542, -0.71770, -2.63710], [-1.75781, 0.84424, -2.35777], [-2.78381, 0.57251, -3.81241], [-3.98507, 0.32935, -0.97653], [-5.17027, 2.54030, -1.48022], [-4.28970, 2.66940, -2.99957], [-2.89310, 4.86873, -0.48370], [-4.27189, 4.73968, -1.53625], [-2.62115, 4.77327, -2.23794], [-4.65706, -0.99052, -2.40213], [-5.82382, 0.11867, -2.37366], [0.53328, -1.38325, -1.13018], [0.43893, -0.62854, 0.20537], [-0.66247, 0.44221, 0.29600], [-0.63735, 1.07124, 1.57510], [-1.35056, 2.28950, 1.48328], [0.30439, -1.62970, 1.31584], [-0.22851, -2.15520, -1.23909], [1.48615, -1.91246, -1.13955], [0.40597, -0.74319, -2.00324], [1.43238, -0.21522, 0.37949], [-1.56414, -0.12167, 0.05696], [-0.64758, 1.18906, -0.49778], [-1.17813, 2.80734, 2.42680], [-2.39115, 2.01632, 1.30826], [-1.09516, 2.96502, 0.66687], [-0.40253, -2.27414, 0.99172], [-0.14420, -1.05419, 2.01416], [-7.35161, -5.23073, 6.41530], [-6.17004, -5.19945, 5.41944], [-4.77322, -4.91337, 6.03025], [-3.92536, -4.90518, 4.86844], [-2.55641, -4.56571, 5.17711], [-6.20441, -6.54414, 4.73281], [-8.31324, -5.48143, 5.96750], [-7.55767, -4.22423, 6.77943], [-7.13297, -5.84963, 7.28550], [-6.35081, -4.38542, 4.71746], [-4.45775, -5.62997, 6.78856], [-4.72535, -3.91047, 6.45452], [-2.14073, -5.32322, 5.84154], [-2.41302, -3.61584, 5.69218], [-1.88208, -4.59689, 4.32130], [-6.26747, -7.20162, 5.49691], [-5.30268, -6.71382, 4.31068], [-3.79446, -1.42683, 4.02354], [-4.84938, -1.92316, 3.03261], [-5.04448, -0.97251, 1.83413], [-5.56829, 0.28151, 2.26035], [-5.61931, 1.20763, 1.20137], [-4.42504, -3.19442, 2.51107], [-2.75544, -1.45255, 3.69509], [-3.94525, -1.93545, 4.97574], [-4.01205, -0.37660, 4.21787], [-5.80706, -2.07613, 3.53014], [-5.74042, -1.45563, 1.14831], [-4.13357, -0.79257, 1.26322], [-6.29273, 2.03400, 1.42878], [-5.97339, 0.77243, 0.26685], [-4.61609, 1.59469, 1.02294], [-4.45853, -3.84908, 3.27945], [-5.09554, -3.56627, 1.85360], [-2.17139, 1.64492, 5.53379], [-2.21539, 2.83650, 6.45812], [-3.08793, 2.66563, 7.54169], [-2.05639, 0.73613, 6.12455], [-1.40997, 1.72914, 4.75838], [-3.15284, 1.54064, 5.07122], [-2.60366, 3.68057, 5.88813], [-1.24243, 3.10107, 6.87217], [-3.90506, 2.28496, 7.21155], [-0.47740, -5.40834, 0.54880], [-1.43930, -4.72022, 1.51553], [-1.93384, -3.55795, 0.89852], [0.35520, -4.76051, 0.27461], [-0.99251, -5.82352, -0.31745], [-0.08801, -6.27692, 1.07987], [-0.93490, -4.38943, 2.42341], [-2.19367, -5.43684, 1.84029], [-2.73492, -3.32040, 1.37120], [2.16790, 3.11238, 0.64266], [3.23386, 4.12228, 0.37549], [3.00923, 4.85815, -0.79626], [1.15247, 3.49765, 0.55018], [2.30826, 2.67822, 1.63255], [2.27271, 2.34698, -0.12629], [4.10984, 3.49515, 0.20985], [3.40242, 4.77956, 1.22854], [3.91328, 5.07835, -1.03248]],
  "forces_ev_per_a": [[-0.793, -1.000, -0.009], [0.189, 0.724, -0.328], [-1.053, 0.828, -0.380], [0.868, 0.289, -0.254], [0.095, -0.004, 0.203], [0.030, 0.097, 0.315], [0.074, -0.046, 0.333], [-0.193, -0.415, 0.616], [-0.195, -0.292, -0.140], [-0.089, -0.058, -0.030], [0.502, 0.048, 0.115], [0.533, 0.160, -0.254], [0.824, -0.695, 0.598], [-1.122, -0.314, -0.766], [-0.786, -0.167, -0.326], [0.303, 0.542, 1.010], [-0.014, -0.046, -0.236], [-0.086, -0.452, -0.278], [-0.041, 0.157, 0.523], [0.107, -0.029, 0.350], [-0.477, 0.013, -0.451], [0.490, 0.685, -0.051], [0.186, 0.185, 0.304], [0.517, 0.164, -0.415], [-0.187, -0.408, 0.623], [-0.325, -0.712, -0.231], [1.067, 0.326, 0.372], [-0.340, -0.012, 0.700], [-0.189, -0.029, -0.345], [-0.072, -0.215, -0.010], [-0.075, 0.243, 0.058], [0.056, -0.291, 0.133], [-0.063, 0.673, -0.263], [0.096, -0.483, -0.523], [0.141, -0.063, 0.026], [-0.140, 0.916, -0.460], [-0.816, -0.869, -0.825], [0.240, -0.397, 1.140], [0.699, 0.422, 0.393], [0.127, 0.955, -0.330], [0.453, 0.194, -0.454], [-0.350, 0.007, 0.076], [-0.063, 0.546, -0.320], [-0.222, -0.638, 0.112], [-0.018, 0.137, -0.137], [-0.188, -0.248, -0.315], [-0.172, -0.188, 0.336], [0.103, -0.040, 0.176], [-0.981, -0.018, 1.207], [-0.680, -1.308, -1.097], [-0.497, 1.147, 0.446], [1.025, -0.221, 0.425], [0.464, 0.068, -0.575], [-0.328, 0.144, -0.109], [0.138, 0.552, 0.413], [0.104, -0.038, -0.080], [0.773, -0.427, -0.235], [0.082, 0.162, 0.774], [-0.242, -0.237, -0.516], [-0.306, -0.195, -0.386], [0.611, -0.438, -0.626], [0.213, 1.180, 0.897], [0.281, 0.216, 0.454], [0.101, -0.568, -0.085], [-0.127, 0.377, -0.269], [0.194, -0.185, 0.129], [-0.385, -0.094, 0.095], [-0.402, -0.181, 0.270], [-0.696, 0.042, -0.171], [0.165, 0.158, -0.771], [0.268, -0.717, 0.067], [-0.122, 0.332, -0.125], [1.688, -0.633, 0.160], [-1.725, 0.926, -0.475], [0.285, 0.483, 0.392], [-0.020, -0.684, 0.753], [-0.054, -0.401, 0.029], [-0.427, 0.028, 0.075], [-0.060, 0.123, -0.145], [0.191, -0.088, -0.709], [0.089, -0.298, -0.058], [-0.052, 0.298, 0.051], [0.049, 0.370, -0.208], [-0.008, -0.046, 0.270], [0.297, -0.356, 0.258], [1.140, 0.799, -0.229], [-0.248, -0.346, -0.079], [0.061, -0.305, 0.831], [0.207, -0.032, 0.061], [-0.217, -0.258, 0.141], [0.148, 0.073, -0.171], [-0.386, -0.082, -0.107], [-0.179, 0.254, 0.045], [-0.234, 0.151, -0.138], [0.043, -0.046, -0.350], [-0.339, 0.341, -0.425], [0.182, 0.130, -0.106], [-0.956, 1.550, -1.226], [0.594, -0.532, 0.117], [-0.433, -1.405, 0.871], [0.036, -0.313, -0.167], [-0.049, 0.052, -0.230], [0.131, -0.121, -0.003], [-0.083, 0.001, -0.096], [0.404, 0.354, 0.324], [0.140, -0.094, 0.387], [0.335, -0.086, -0.010], [-0.213, 0.448, 0.215], [-0.096, 0.493, 1.199], [0.708, -0.986, -0.341], [-0.257, 0.931, 0.226], [-0.611, -1.178, -1.341], [-0.237, 0.192, -0.158], [0.141, 0.048, 0.051], [0.256, -0.001, -0.451], [0.674, 0.557, 0.454], [0.086, 0.111, 0.026], [-0.187, 0.056, 0.010], [-0.513, -0.252, 0.229], [-0.058, 0.019, 0.068], [0.041, -0.279, 0.611], [-0.346, -0.721, -0.718], [-0.587, 0.829, -0.595], [-0.903, -0.115, 0.131], [1.155, 0.782, 0.156], [0.166, -0.095, -0.180], [-0.107, 0.235, -0.224], [0.051, 0.015, 0.207], [0.158, -0.172, 0.112], [-1.131, -0.001, -0.286], [0.177, -0.232, 0.183], [0.506, -0.139, 0.152], [0.074, 0.267, 0.298], [-0.178, -0.210, 0.193], [0.044, -0.068, -0.136], [0.424, -0.304, 0.214], [0.385, 0.155, -0.081], [-1.048, -0.278, -1.097], [1.672, -0.017, 0.205], [0.730, -0.281, 0.142], [-0.281, -0.900, 0.233], [-0.384, -0.506, 0.046], [-0.583, 0.635, 0.153], [-0.166, -0.479, -0.186], [-0.039, -0.360, -0.564], [0.096, 0.945, 0.244], [-0.015, 0.514, -0.019], [0.474, -0.180, -0.254], [0.059, 0.216, 0.541], [-0.117, 0.122, -0.249], [0.000, 0.213, -0.133], [0.016, 0.265, -0.119], [-0.072, 0.147, 0.467], [-0.283, -0.382, 0.330], [-0.749, -1.538, -0.941], [-0.264, -1.262, 1.811], [1.146, 0.409, -1.135], [0.585, 0.006, -0.033], [0.223, -0.865, 0.506], [0.172, 1.390, 0.139], [0.320, 0.168, -0.594], [0.156, 0.440, 0.554], [-0.163, 0.131, 0.276], [-0.817, 0.751, -0.411], [0.210, 0.569, -0.012], [0.268, -0.691, 0.561], [-0.126, 0.485, -0.278], [-0.200, -0.102, -0.359], [-0.778, 0.083, -0.045], [-0.161, -0.259, -0.143], [0.246, 0.067, 0.112], [0.400, 0.856, 1.247], [0.785, 1.471, -0.270], [1.171, -1.067, -0.209], [-0.092, -1.629, 0.235], [-0.329, 0.281, 0.015], [-1.426, 0.382, -0.783], [-0.404, -0.184, -0.129], [0.038, 0.368, -0.187], [0.074, -0.031, 0.045], [0.900, 0.443, 0.496], [-0.273, -0.224, 0.130], [-0.110, -0.139, -0.303], [0.185, -0.069, -0.085], [-0.104, 0.207, -0.136], [-0.067, 0.116, -0.156], [-0.295, -0.600, -0.124], [-0.370, 0.016, 0.075], [-0.342, 0.084, 0.325], [0.645, -0.442, 0.132], [0.749, -1.007, -0.490], [0.341, -0.011, -1.271], [-0.555, -0.266, 0.786], [0.031, 1.219, -0.890], [-0.300, -0.053, 0.255], [0.104, 0.118, -0.295], [0.360, 0.187, -0.010], [-0.050, 0.737, -0.116], [-0.816, 0.013, 0.609], [0.610, 0.221, -0.089], [-0.360, 0.017, -0.018], [-0.376, 0.429, 0.292], [0.554, -0.216, -0.275], [-0.335, -0.433, 0.270], [-0.213, -0.319, 0.726], [0.471, 1.165, 0.093], [-0.512, -1.387, 0.508], [-0.662, 0.519, -1.208], [1.252, 0.258, 0.455], [0.078, -0.865, 0.536], [0.181, 1.383, 0.462], [0.351, -0.583, -0.291], [0.321, 0.176, 0.296], [-0.120, -0.197, -0.077], [-0.018, -0.194, -0.352], [0.077, -0.298, -0.089], [-0.185, 0.150, 0.326], [-0.090, -0.190, 0.267], [-0.464, 0.267, -0.114], [-0.699, 0.138, -0.408], [-0.133, -0.405, 0.029], [0.190, 0.015, -0.250], [-1.035, 0.812, 0.306], [0.675, 0.898, -0.620], [-0.334, 0.269, 0.680], [-0.319, -0.528, 0.106], [0.202, 0.191, -0.120], [0.453, -0.917, -0.673], [-0.099, -0.454, -0.248], [0.383, -0.159, 0.016], [-0.021, 0.088, 0.099], [-0.223, 0.614, 0.250], [-0.316, -0.029, -0.267], [0.498, -0.202, 0.121], [0.076, -0.106, 0.352], [-0.101, -0.317, -0.109], [0.140, 0.231, -0.180], [0.423, -0.389, 0.227], [-0.297, 0.058, -0.280], [-0.402, -0.302, 0.373], [0.044, 0.590, -0.526], [-0.239, -0.437, 0.765], [0.436, -0.123, -0.068], [0.001, -0.072, 0.050], [-0.051, 0.068, -0.338], [0.379, 0.423, -0.262], [0.004, -0.063, -0.066], [-0.143, -0.012, 0.015], [-0.242, -0.438, 0.875], [1.001, -0.162, -0.362], [-0.350, -0.005, -0.714], [-0.113, 0.016, -0.154], [-0.034, 0.379, -0.118], [0.340, -0.047, 0.002], [0.462, -0.260, 0.183], [-0.480, 0.122, -0.202], [-0.762, 0.382, 0.565], [-0.592, -0.311, -0.340], [0.274, -0.892, 0.786], [0.339, 0.349, -0.405], [0.009, 0.175, 0.220], [-0.053, -0.133, -0.139], [-0.182, -0.304, 0.129], [0.554, 0.263, 0.309], [0.032, 0.163, 0.102], [-0.083, 0.548, -0.646]],
  "homo_ev": -8.6,
  "homo_lumo_gap_ha": 0.3273
}